# 1
This record from the Open Molecules 2025 dataset describes the molecule CH4IPS at a distorted geometry. The level of theory is wB97M-V/def2-TZVPD.

Atoms and positions in Å:
C1 -0.57 0.48 -0.15
P1 0.56 -0.54 0.71
S1 -1.48 -0.25 -1.62
I1 0.81 2.20 -0.58
H1 0.06 -1.66 1.35
H2 1.61 -1.32 0.43
H3 1.14 0.16 1.61
H4 -2.12 0.91 -1.75

Calculated values
- largest force on an atom (hartree/bohr) = 0.0745
- calculated total energy (Eh) = -1077.60054
- energy above the lowest of the compared OMol25 structures with the same formula, charge and spin (kJ/mol) = 408.4
- M (g/mol) = 206.0
- E_LUMO (eV) = 0.019

***

# 2
This record from the Open Molecules 2025 dataset describes a cluster of 2 separate species, CH4IPS2 in total. The level of theory is wB97M-V/def2-TZVPD.

Atoms and positions in Å:
C1 -1.27 0.94 -0.76
P1 1.27 -1.08 0.65
S1 -0.80 2.36 0.04
S2 1.40 -0.85 -1.34
I1 -2.10 -0.68 0.21
H1 -0.95 0.80 -1.78
H2 2.63 -1.09 1.00
H3 1.15 -2.47 0.75
H4 -1.33 2.07 1.23

Calculated values
- largest force on an atom (hartree/bohr) = 0.0139
- calculated total energy (Eh) = -1475.81145
- energy above the lowest of the compared OMol25 structures with the same formula, charge and spin (kJ/mol) = 257.4
- M (g/mol) = 238.1
- E_LUMO (alpha / beta) (eV) = -0.348 / -1.996

***

# 3
This record from the Open Molecules 2025 dataset describes the ion CH4N with charge +1 at a distorted geometry. The level of theory is wB97M-V/def2-TZVPD.

Atoms and positions in Å:
C1 -0.38 -0.56 0.10
N1 0.34 0.48 -0.07
H1 -1.06 -0.60 0.94
H2 -0.16 -1.35 -0.62
H3 0.92 0.42 -0.90
H4 0.16 1.42 0.27

Calculated values
- largest force on an atom (hartree/bohr) = 0.0356
- calculated total energy (Eh) = -94.95315
- energy above the lowest of the compared OMol25 structures with the same formula, charge and spin (kJ/mol) = 23.1
- total charge = +1
- M (g/mol) = 30.0
- E_LUMO (eV) = -6.393

***

# 4
This record from the Open Molecules 2025 dataset describes the molecule CH4N2 at a distorted geometry. The level of theory is wB97M-V/def2-TZVPD.

Atoms and positions in Å:
H1 -0.06 -1.67 0.37
N1 0.76 -1.28 -0.10
C1 0.50 -0.07 -0.35
N2 -0.63 0.70 0.02
H2 1.27 0.65 -0.66
H3 -1.54 0.26 0.06
H4 -0.31 1.41 0.66

Calculated values
- largest force on an atom (hartree/bohr) = 0.0312
- calculated total energy (Eh) = -149.98696
- energy above the lowest of the compared OMol25 structures with the same formula, charge and spin (kJ/mol) = 147.6
- M (g/mol) = 44.1
- E_LUMO (eV) = 1.093

***

# 5
This record from the Open Molecules 2025 dataset describes a cluster of 2 separate species, CH4N2O in total at a distorted geometry. The level of theory is wB97M-V/def2-TZVPD.

Atoms and positions in Å:
C1 1.96 0.29 0.31
N1 0.71 0.33 0.24
N2 -2.34 0.06 0.29
O1 -0.18 1.08 -0.05
H1 2.44 -0.62 0.63
H2 2.58 1.14 0.03
H3 -2.81 0.93 0.06
H4 -2.28 -0.49 -0.57

Calculated values
- largest force on an atom (hartree/bohr) = 0.0289
- calculated total energy (Eh) = -225.06081
- energy above the lowest of the compared OMol25 structures with the same formula, charge and spin (kJ/mol) = 607.0
- M (g/mol) = 60.1
- E_LUMO (alpha / beta) (eV) = -0.468 / 0.054

***

# 6
This record from the Open Molecules 2025 dataset describes the molecule CH4N2O at a distorted geometry. The level of theory is wB97M-V/def2-TZVPD.

Atoms and positions in Å:
N1 -0.28 -1.09 0.51
N2 0.71 -0.31 -0.15
C1 0.05 1.15 -0.47
O1 0.06 0.12 -1.34
H1 -0.41 -2.03 0.20
H2 -0.16 -1.06 1.51
H3 -0.81 1.32 0.28
H4 0.84 1.89 -0.54

Calculated values
- largest force on an atom (hartree/bohr) = 0.0795
- calculated total energy (Eh) = -225.09881
- energy above the lowest of the compared OMol25 structures with the same formula, charge and spin (kJ/mol) = 507.2
- M (g/mol) = 60.1
- E_LUMO (eV) = 1.225

***

# 7
This record from the Open Molecules 2025 dataset describes the molecule CH4N2O at a distorted geometry. The level of theory is wB97M-V/def2-TZVPD.

Atoms and positions in Å:
N1 1.10 0.40 0.31
C1 0.09 -0.49 -0.16
N2 -1.11 0.02 -0.52
O1 0.33 -1.71 -0.25
H1 0.93 1.39 0.70
H2 1.86 0.08 0.86
H3 -1.94 -0.69 -0.34
H4 -1.27 1.00 -0.62

Calculated values
- largest force on an atom (hartree/bohr) = 0.0715
- calculated total energy (Eh) = -225.26612
- energy above the lowest of the compared OMol25 structures with the same formula, charge and spin (kJ/mol) = 67.9
- M (g/mol) = 60.1
- E_LUMO (eV) = 0.723

***

# 8
This record from the Open Molecules 2025 dataset describes a cluster of 2 separate species, CH4N2O in total at a distorted geometry. The level of theory is wB97M-V/def2-TZVPD.

Atoms and positions in Å:
C1 -0.44 0.53 -0.35
N1 -1.39 0.82 -1.11
N2 1.15 -1.31 0.22
O1 0.28 -0.52 -0.58
H1 -0.08 1.01 1.02
H2 -1.78 1.72 -0.86
H3 0.48 -1.63 0.91
H4 1.78 -0.62 0.75

Calculated values
- largest force on an atom (hartree/bohr) = 0.1001
- calculated total energy (Eh) = -225.10756
- energy above the lowest of the compared OMol25 structures with the same formula, charge and spin (kJ/mol) = 484.3
- M (g/mol) = 60.1
- E_LUMO (eV) = 0.845

***

# 9
This record from the Open Molecules 2025 dataset describes the molecule CH4N2O at a distorted geometry. The level of theory is wB97M-V/def2-TZVPD.

Atoms and positions in Å:
C1 0.18 0.01 0.29
N1 -0.80 0.93 0.07
N2 0.44 -1.04 -0.52
O1 1.24 0.38 1.21
H1 -1.77 0.75 -0.20
H2 -0.66 1.63 0.80
H3 0.15 -1.13 -1.40
H4 1.23 -1.51 -0.25

Calculated values
- largest force on an atom (hartree/bohr) = 0.0878
- calculated total energy (Eh) = -225.07685
- ⟨S²⟩ = 2.01
- energy above the lowest of the compared OMol25 structures with the same formula, charge and spin (kJ/mol) = 63.0
- 2S+1 = 3
- M (g/mol) = 60.1
- E_LUMO (alpha / beta) (eV) = 1.008 / -1.932

***

# 10
This record from the Open Molecules 2025 dataset describes a cluster of 2 separate species, CH4N2O2 in total at a distorted geometry. The level of theory is wB97M-V/def2-TZVPD.

Atoms and positions in Å:
C1 1.95 0.05 0.34
N1 -1.74 -0.39 -0.36
N2 -0.93 0.25 0.46
O1 3.09 -0.24 0.01
O2 0.94 -0.29 -0.33
H1 1.56 0.63 1.18
H2 -2.14 0.13 -1.19
H3 -1.67 -1.34 -0.30
H4 -1.06 1.21 0.19

Calculated values
- largest force on an atom (hartree/bohr) = 0.0926
- calculated total energy (Eh) = -300.35977
- energy above the lowest of the compared OMol25 structures with the same formula, charge and spin (kJ/mol) = 335.8
- M (g/mol) = 76.1
- E_LUMO (alpha / beta) (eV) = -1.273 / -0.820

***

# 11
This record from the Open Molecules 2025 dataset describes the molecule CH4N2O2 at a distorted geometry. The level of theory is wB97M-V/def2-TZVPD.

Atoms and positions in Å:
O1 0.60 1.63 1.45
N1 -0.15 0.97 0.43
C1 0.39 -0.13 0.03
N2 -0.34 -1.04 -0.61
O2 -1.49 -0.57 -1.11
H1 1.56 1.47 1.19
H2 1.44 -0.56 0.17
H3 0.08 -1.56 -1.40
H4 -2.09 -0.22 -0.16

Calculated values
- largest force on an atom (hartree/bohr) = 0.1273
- calculated total energy (Eh) = -300.32197
- energy above the lowest of the compared OMol25 structures with the same formula, charge and spin (kJ/mol) = 435.0
- M (g/mol) = 76.1
- E_LUMO (eV) = 0.752

***

# 12
This record from the Open Molecules 2025 dataset describes the molecule CH4N2O2 at a distorted geometry. The level of theory is wB97M-V/def2-TZVPD.

Atoms and positions in Å:
N1 -0.91 -0.13 -1.04
C1 -0.36 0.47 0.11
O1 -1.04 1.19 0.88
N2 0.87 -0.03 0.47
O2 1.31 -1.18 -0.19
H1 0.13 -0.21 -1.64
H2 -1.44 0.63 -1.80
H3 0.89 -0.26 1.57
H4 0.67 -1.94 -0.35

Calculated values
- largest force on an atom (hartree/bohr) = 0.1452
- calculated total energy (Eh) = -300.39404
- energy above the lowest of the compared OMol25 structures with the same formula, charge and spin (kJ/mol) = 245.8
- M (g/mol) = 76.1
- E_LUMO (eV) = 0.462